Entry 1:
DFT (ωB97M-V/def2-TZVPD) results for a structure of composition C30H50BrMnN3P2S.

The HOMO energy (spin up / spin down) is -12.5 / -12.6 eV. As for the calculated total energy: -6142.68299 Ha. The calculation puts the LUMO energy (spin up / spin down) at -7.10 / -9.38 eV. For the HOMO-LUMO gap (spin up / spin down), the calculation gives 5.4 / 3.2 eV. As for the energy above the lowest of the compared OMol25 structures with the same formula, charge and spin: 0.0 kJ/mol.

Geometry as ORCA input:
```
! wB97M-V def2-TZVPD RIJCOSX def2/J DEFGRID3
* xyz 2 6
Br -0.6774 -2.3933 2.5432
Mn -0.0892 -0.1510 1.6649
S -0.6852 1.0922 3.6609
P -2.6482 -3.5530 -2.8679
P 1.9521 -1.0017 0.3733
N -1.0585 7.8916 -7.1590
N -0.9472 -0.6344 5.6913
N 0.8669 0.7870 5.8311
C -0.6652 5.0002 -4.0317
C 0.7285 2.2553 -0.1194
C -0.6250 7.3639 -4.8589
C 4.7774 -0.5361 0.6739
C -0.8088 -3.6256 -2.7647
C -1.1098 5.6087 -6.4219
C -1.2306 6.5928 -7.4212
C -1.2337 1.1466 -0.9385
C -0.7632 8.2829 -5.9161
C 1.8050 -1.2212 -1.4559
C 1.8371 1.5635 7.9366
C -1.3600 2.1163 -1.9472
C 2.3754 -2.6452 1.0864
C -4.5042 -3.7650 -0.7906
C -1.8070 -1.1403 7.9456
C -0.5582 4.1744 -3.1312
C -0.1636 1.1821 -0.0366
C 3.3337 -3.6157 0.4040
C -0.4313 3.1800 -2.0842
C 0.6152 3.2226 -1.1334
C -0.2339 0.3583 5.1617
C -2.8703 -1.8445 -3.5313
C -3.0926 -3.2645 -1.1029
C -0.7981 5.9854 -5.0993
C 0.6246 1.5977 7.0576
C -3.1197 -1.8265 -5.0417
C 2.8658 -0.5803 -2.3465
C -0.6566 -1.2819 6.9923
C 3.3906 0.0943 0.7062
C -0.2605 -5.0448 -2.9202
H -1.4724 6.3180 -8.4568
H -0.7778 -5.5928 -3.7163
H 0.3706 2.6526 6.8043
H -2.2012 2.0689 -2.6377
H 3.3298 0.9420 0.0082
H -2.0168 0.3790 -0.8722
H 4.9160 -1.2569 1.4866
H -0.4508 -2.3555 6.8219
H 2.9068 0.5078 -2.2111
H -4.7210 -4.7067 -1.3075
H -2.1878 -1.9198 -5.6109
H -5.2692 -3.0367 -1.0819
H 2.6980 -2.4467 2.1233
H 1.5642 2.0707 8.8670
H 3.5379 -4.4444 1.0900
H 5.0223 -1.0192 -0.2800
H -3.5880 -0.8805 -5.3409
H -3.0020 -2.1868 -0.9134
H -1.9723 -1.2655 -3.2711
H 1.7406 -2.3013 -1.6437
H -1.5452 -1.1500 5.0431
H 1.3996 -3.1512 1.2139
H -0.3866 7.7330 -3.8695
H -1.4966 -1.5778 8.8882
H 0.8208 -0.8030 -1.7214
H 2.8915 -4.0650 -0.4867
H -2.7023 -1.6624 7.5872
H -0.2359 1.1318 7.5388
H -0.4251 -2.9749 -3.5646
H -0.6307 9.3601 -5.7476
H 0.2512 -0.7873 7.3365
H 4.2977 -3.1782 0.1455
H -2.1000 -0.1054 8.1427
H 2.6174 -0.7574 -3.4015
H 1.3349 4.0388 -1.1824
H -0.5203 -3.1917 -1.7967
H 1.5360 2.3904 0.6118
H 2.1691 0.5409 8.1937
H -1.2606 4.5700 -6.6868
H 3.8739 -0.9914 -2.1997
H 5.5329 0.2442 0.8224
H 1.5022 1.3087 5.1988
H -4.6216 -3.9394 0.2852
H -2.3479 -3.7858 -0.4863
H -3.7885 -2.6389 -5.3487
H 0.8054 -5.0165 -3.1795
H 2.6923 2.0769 7.4747
H -3.7270 -1.4130 -2.9926
H 3.2165 0.5212 1.7085
H -0.3545 -5.6236 -1.9937
*
```

---

Entry 2:
DFT (ωB97M-V/def2-TZVPD) results for a structure of composition C30H50InNO3SSe2.

The HOMO energy is -6.8 eV. As for the calculated total energy: -6844.76035 Ha. The calculation puts the LUMO energy at -0.01 eV. For the HOMO-LUMO gap, the calculation gives 6.8 eV.

Geometry as ORCA input:
```
! wB97M-V def2-TZVPD RIJCOSX def2/J DEFGRID3
* xyz 0 1
In 0.6302 -0.2869 0.0813
Se -2.4525 1.3163 1.1344
Se -3.5551 -0.3594 -0.0306
S -0.2141 0.5563 -2.8985
O -1.3946 -2.3007 0.6930
O -5.7425 4.4465 -0.1862
O -3.0883 4.2070 -1.0374
N -1.4100 0.0468 -5.1808
C 3.1751 3.3946 0.4677
C -1.4227 -3.3158 0.0284
C 3.6895 -3.0444 -1.0105
C -4.0883 2.3844 0.9744
C 2.0914 -0.3971 3.5288
C 3.3014 2.9461 2.8721
C -2.6775 -4.1431 -0.0507
C 3.4023 -0.7743 0.0374
C -1.1567 2.3578 -4.7505
C -3.5872 2.9504 -1.4419
C 2.9720 -1.2257 1.2933
C 2.5331 -0.1310 2.0854
C 4.0948 -1.5688 -1.0489
C 0.9792 0.5276 4.0394
C 5.6130 -1.4590 -0.8357
C 2.5524 2.5469 1.5903
C 2.7225 1.0543 1.2910
C 1.0728 2.9661 1.6586
C -2.2474 1.5754 -6.7583
C 3.2376 0.6244 0.0439
C -0.2318 -3.7411 -0.7894
C 3.7355 -1.0102 -2.4335
C -2.0356 0.2985 -6.3571
C -1.7840 2.6274 -5.9300
C 1.5095 -1.8207 3.6505
C -4.6049 2.3253 -0.4626
C -5.9356 3.0817 -0.5498
C 3.3097 -0.3167 4.4639
C -4.8616 0.8793 -0.8587
C -0.9500 1.0168 -4.3236
H -2.3354 -0.5602 -6.9400
H 4.2324 3.1594 0.3364
H 4.0934 -1.6766 -3.2224
H 2.6239 -3.1458 -1.2283
H -2.7212 2.2910 -1.5367
H 2.8570 2.5263 3.7697
H -3.2008 -4.1189 0.9035
H 0.4974 2.3562 2.3507
H 3.7567 0.6770 4.4548
H 5.9100 -0.4108 -0.7817
H 3.0918 4.4517 0.7288
H 4.3360 2.6025 2.8130
H -1.2395 -0.9022 -4.8807
H -2.4863 -5.1684 -0.3575
H -4.0673 3.0165 -2.4312
H 3.0165 -0.5554 5.4904
H 3.8881 -3.4908 -0.0349
H 1.2770 1.5702 4.0672
H 6.1654 -1.9368 -1.6499
H -5.8493 0.5521 -0.5336
H -0.1019 -3.0088 -1.5930
H 0.7402 -1.9825 2.8921
H -1.9304 3.6507 -6.2500
H 0.9871 4.0125 1.9663
H 0.6161 2.8660 0.6702
H -0.3425 -4.7357 -1.2133
H 4.1855 -0.0284 -2.5889
H 2.2777 -2.5861 3.5429
H 3.5426 1.2648 -0.7679
H 0.7041 0.2404 5.0571
H -3.3280 -3.6665 -0.7914
H 4.0713 -1.0306 4.1457
H 2.6572 3.2432 -0.4804
H -0.8000 3.1450 -4.1034
H -6.5958 4.8871 -0.1532
H 0.6645 -3.6896 -0.1699
H 3.0735 -2.2421 1.6415
H 3.3064 4.0334 2.9824
H 2.6527 -0.9004 -2.5290
H -6.3063 3.0152 -1.5805
H -4.7899 0.7458 -1.9391
H -3.8342 3.4046 1.2527
H 4.2488 -3.6069 -1.7618
H -6.6701 2.6091 0.1129
H 0.0927 0.4289 3.4070
H -2.7483 1.7802 -7.6918
H 5.8962 -1.9353 0.1051
H -3.8426 4.7660 -0.8150
H -4.8293 1.9935 1.6730
H 1.0548 -1.9504 4.6351
*
```

---

Entry 3:
DFT (ωB97M-V/def2-TZVPD) results for a cluster of 7 separate species, C30H50N2O5 in total.

The HOMO energy is -9.4 eV. As for the calculated total energy: -1658.65159 Ha. The calculation puts the LUMO energy at 0.36 eV. For the HOMO-LUMO gap, the calculation gives 9.8 eV. As for the energy above the lowest of the compared OMol25 structures with the same formula, charge and spin: 142.2 kJ/mol.

Geometry as ORCA input:
```
! wB97M-V def2-TZVPD RIJCOSX def2/J DEFGRID3
* xyz 0 1
O 2.6176 -3.3027 2.4648
O 5.8418 1.4809 -0.9778
O -4.4832 3.1806 0.2012
O -4.8657 -3.3158 -3.4456
O 2.0723 -0.4877 -2.6050
N -4.1197 4.2962 4.6137
N -0.2255 0.4281 2.3927
C 0.8620 -2.4928 -2.9499
C 0.1485 0.7750 0.0701
C 1.0916 -1.0784 -3.4767
C -3.9230 3.5108 -1.0418
C -2.6669 -2.3951 -3.7680
C -1.8242 2.6678 4.2561
C -2.8815 4.6201 5.1411
C -3.0046 2.4039 3.6074
C 3.3669 -1.0604 2.5222
C 2.8993 -1.5080 -2.0582
C -4.2861 -3.2214 -2.1402
C -1.0182 -0.5976 2.1041
C -0.6630 -0.3500 -0.2543
C 2.1364 -1.9504 2.3519
C 2.3009 -2.9102 -2.4652
C -1.2824 -1.0271 0.8190
C -4.6233 1.7849 0.2490
C -4.1363 3.1927 3.8335
C -3.6826 1.2110 -0.8105
C 0.3424 1.1597 1.3816
C 5.8305 1.3101 0.4270
C 4.7499 2.3465 0.7865
C 3.7183 2.1455 -0.3046
C 4.0822 -3.2996 2.5575
C 4.5356 -1.9183 2.0393
C -2.9083 2.4056 -1.3109
C 4.5800 1.8610 -1.5490
C -1.7476 3.8758 4.9894
C -2.8056 -3.0637 -2.4184
C -3.9375 -2.8785 -4.4363
H -5.0852 2.8512 3.4438
H -0.7599 4.1826 5.3034
H 6.8012 1.6378 0.7963
H 4.5008 -3.5278 3.5394
H 0.2536 -2.5976 -2.0494
H 0.9321 2.0115 1.6881
H 5.5180 -1.6209 2.4018
H -0.9262 2.0724 4.1751
H -4.7496 -2.4050 -1.5840
H -0.8947 -0.5523 -1.2897
H -1.9130 2.4896 -0.8781
H -2.7846 2.2546 -2.3854
H -4.4289 -4.1713 -1.6249
H -2.8368 -1.3193 -3.6884
H 2.2400 -3.4218 -1.5063
H 3.1070 -1.4823 -0.9866
H -2.0681 -1.7542 0.6656
H 5.6016 0.2577 0.6042
H -4.3451 1.4416 1.2481
H -1.3630 -1.1284 2.9822
H -4.4056 -2.2036 -5.1533
H 0.1057 -0.6215 -3.3964
H -2.3256 -4.0435 -2.4014
H 2.8364 -3.3934 -3.2789
H 4.3819 2.2946 1.8122
H 1.4038 -1.6828 3.1130
H -3.1016 1.5077 3.0096
H -4.7442 3.5881 -1.7615
H 1.6727 -1.8433 1.3689
H 2.9612 2.9323 -0.3133
H 1.5843 -1.1090 -4.4485
H 4.4109 -4.1338 1.9363
H 4.6439 2.6711 -2.2742
H -5.6379 1.3886 0.1510
H -2.2255 -2.4567 -1.7199
H 3.5145 -0.8262 3.5773
H -3.7417 -3.8108 -4.9759
H 3.9209 -1.4803 -2.4492
H -4.2767 0.7345 -1.5922
H 3.2773 -0.1380 1.9470
H 3.0688 1.3061 -0.0409
H 5.2692 3.3003 0.6796
H 4.1428 1.0017 -2.0598
H 0.4081 -3.2341 -3.6078
H -2.7732 5.5006 5.7605
H -3.5095 4.5204 -1.0285
H -3.0725 0.4141 -0.3851
H 4.5208 -1.8882 0.9485
H 0.5919 1.3656 -0.7202
H -1.7917 -2.6774 -4.3478
*
```

---

Entry 4:
DFT (ωB97M-V/def2-TZVPD) results for a structure of composition C30H51BrIrN4P2.

The HOMO energy (spin up / spin down) is -17.8 / -18.7 eV. As for the calculated total energy: -4751.97213 Ha. The calculation puts the LUMO energy (spin up / spin down) at -11.82 / -14.19 eV. For the HOMO-LUMO gap (spin up / spin down), the calculation gives 5.9 / 4.5 eV. As for the energy above the lowest of the compared OMol25 structures with the same formula, charge and spin: 72.9 kJ/mol.

Geometry as ORCA input:
```
! wB97M-V def2-TZVPD RIJCOSX def2/J DEFGRID3
* xyz 4 6
Ir 1.3959 -0.9231 0.1886
Br -0.6569 1.6326 1.6167
P -0.7198 -1.6689 1.5001
P -2.7433 3.5823 0.2942
N 2.6691 -1.7787 1.4694
N 1.3780 -0.7998 -9.6888
N 3.4053 -0.1297 2.9956
N 3.9264 -2.4053 3.3070
C -0.0368 -0.6977 -1.0755
C -2.2614 -1.2589 0.5417
C 0.3985 0.1050 -7.6881
C 2.4773 -1.0892 -7.5746
C 1.5195 -0.2847 -5.4525
C -2.9818 3.8998 -2.5603
C 3.5683 -3.7978 3.0449
C 5.2569 -2.2271 3.8720
C -2.1053 3.3966 -1.3926
C 3.0286 1.0256 2.2097
C -1.1897 -1.2831 3.2615
C 1.4515 -0.4167 -6.9019
C 2.3858 -1.2604 -8.9592
C 3.9484 0.2021 4.2984
C -4.7837 2.1423 1.5668
C 1.4462 -0.0204 -4.2633
C -2.6549 -1.4705 3.6639
C -0.5893 -3.5100 1.5231
C -1.6418 5.9533 1.3175
C 0.4145 -0.1284 -9.0669
C -1.5331 4.4476 1.3500
C -2.7563 -2.2027 -0.5781
C 0.2430 0.6140 -0.3410
C -1.7398 -4.3244 2.0952
C 3.3239 -1.4104 2.5635
C 0.9344 1.5931 -2.4179
C -3.4389 2.0220 0.8396
C 1.1015 0.3102 -2.9401
C 0.7774 -0.8239 -2.2280
C 0.4873 1.7550 -1.1101
H -5.4366 2.8592 1.0357
H 2.4829 0.7156 1.3092
H -2.6657 6.2801 1.4987
H -4.6524 2.5122 2.6043
H -3.5141 1.3298 -0.0094
H -1.1462 3.9359 -1.4063
H 3.7107 -0.5689 5.0489
H -3.1167 -3.1619 -0.1876
H -1.0060 6.3614 2.1004
H -0.3712 -3.7991 0.4894
H -2.0079 -2.4664 -1.3448
H -3.3710 4.9146 -2.3894
H 2.6736 -2.7889 1.3418
H 2.4982 -3.9387 3.2086
H 3.3378 -1.4791 -7.0413
H 5.0417 0.3598 4.2371
H 0.3010 2.7117 -0.6622
H -3.0638 -2.4664 3.4281
H -1.7003 4.0446 2.3555
H 3.1694 -1.7990 -9.4794
H 4.1206 -4.4269 3.7416
H 2.3934 1.6777 2.8177
H 3.9304 1.6003 1.9566
H 5.8605 -1.4661 3.3434
H 0.3254 -3.6987 2.1004
H 5.7894 -3.1808 3.7996
H -3.0634 -1.0480 1.2528
H -2.3711 3.9131 -3.4794
H -3.8430 3.2361 -2.7240
H 3.8721 -4.1051 2.0392
H -1.9152 2.3190 -1.4936
H 1.0039 -1.7854 -2.6941
H -3.3234 -0.7137 3.2241
H -1.3238 6.3711 0.3619
H 3.5185 1.1566 4.6372
H -0.3907 0.2448 -9.6901
H 5.2398 -1.9999 4.9487
H -2.7108 -4.0985 1.6379
H -1.8262 -4.2082 3.1815
H -5.2868 1.1550 1.6008
H -1.5403 -5.3873 1.9084
H -0.5603 4.0838 1.0057
H -3.5569 -1.6903 -1.1423
H -0.5293 -1.9047 3.8772
H -0.4164 0.6839 -7.2627
H -0.9001 -0.2357 3.3896
H 1.0800 2.4064 -3.1142
H -2.6959 1.6105 1.5694
H -0.9829 -1.2225 -1.0890
H -2.0202 -0.2704 0.1249
H -2.7459 -1.3424 4.7529
*
```

---

Entry 5:
DFT (ωB97M-V/def2-TZVPD) results for a structure of composition C30H51BrN5O2P3W.

The HOMO energy (spin up / spin down) is -19.5 / -19.5 eV. As for the calculated total energy: -5261.91270 Ha. The calculation puts the LUMO energy (spin up / spin down) at -12.21 / -12.20 eV. For the HOMO-LUMO gap (spin up / spin down), the calculation gives 7.3 / 7.3 eV.

Geometry as ORCA input:
```
! wB97M-V def2-TZVPD RIJCOSX def2/J DEFGRID3
* xyz 4 1
W 0.3316 -0.0819 -0.0330
Br -1.5817 1.8169 -0.7176
P 0.6185 0.5286 2.4204
P 1.6833 2.5986 -1.8148
P 0.4341 -2.4806 1.0921
O -0.6628 -1.1454 -1.5842
O 1.3514 1.3506 -0.8464
N 2.7096 2.0025 -2.9365
N 2.3209 -0.9801 -0.5050
N 0.3543 3.1358 -2.5728
N 2.2525 3.7673 -0.8441
N -1.7495 -0.2884 0.8897
C 0.8143 -0.8345 4.8243
C -2.5604 0.6425 0.3772
C 0.6007 -3.3688 3.7121
C 3.9747 1.4271 -2.4428
C -0.6976 1.5696 3.1182
C 3.9007 -2.0288 -1.9504
C 4.5303 -1.5227 0.2850
C 0.7279 -2.1893 -3.3387
C 0.5776 -2.2465 2.8826
C -0.2955 -2.4153 -2.2559
C 4.8489 -2.0835 -0.9445
C 2.0798 1.5101 2.8693
C 0.8440 -1.9552 5.6405
C 3.1201 3.4602 0.3015
C -0.3593 4.3855 -2.2341
C -4.1792 -1.9464 3.2620
C -1.0154 -3.5723 0.7657
C -0.1513 2.5109 -3.8071
C 0.6881 -0.9670 3.4409
C 2.6398 5.0516 -1.4881
C 2.9327 2.7427 -4.2031
C 1.7883 -1.1651 -2.9465
C 1.7752 -3.6483 0.7038
C -3.6400 -1.0141 2.2196
C 0.7352 -3.2240 5.0847
C 3.2624 -1.0168 0.4628
C 2.6621 -1.4321 -1.7401
C -3.8917 0.8059 0.6654
C -4.4445 -0.0610 1.5955
C -2.3080 -1.0801 1.8354
H 1.8592 -3.8187 -0.3692
H -0.7978 2.4796 2.5241
H -0.1294 5.1622 -2.9638
H 2.4623 -1.0495 -3.7959
H 0.1038 -3.0296 -1.4565
H 5.8195 -2.5295 -1.1207
H 3.0031 2.4236 0.6007
H -0.4131 1.8597 4.1310
H -1.6550 1.0556 3.1717
H 1.3269 -0.1862 -2.8257
H 2.7298 -3.3292 1.1068
H -1.4333 4.2012 -2.2764
H 2.8686 4.1171 1.1339
H -1.2004 2.2392 -3.6741
H -3.3869 -2.3332 3.9021
H -1.6590 -1.7699 2.3443
H 2.3617 5.8740 -0.8308
H 2.1388 1.5324 3.9588
H 0.7541 -4.0997 5.7198
H 0.9508 -1.8387 6.7108
H 1.5090 -4.5967 1.1739
H -0.0947 4.7296 -1.2385
H 3.1841 2.0258 -4.9835
H -1.4061 -3.9681 1.7039
H -1.3084 -0.6451 -2.1075
H 1.9387 2.5311 2.5230
H 4.7396 2.2017 -2.3502
H -5.4923 0.0277 1.8578
H 0.2513 -1.8592 -4.2634
H 0.4285 1.6282 -4.0671
H -0.0975 3.2153 -4.6383
H 4.1313 -2.4078 -2.9381
H -4.6785 -2.7934 2.7867
H 5.2360 -1.5048 1.1043
H -1.8199 -3.0681 0.2358
H 0.5131 -4.3665 3.2979
H -1.2203 -2.8640 -2.6139
H 4.1660 3.6270 0.0383
H 2.0481 3.2918 -4.5088
H 2.1434 5.1882 -2.4444
H 3.8410 0.9523 -1.4725
H 4.3306 0.6864 -3.1577
H -0.6810 -4.4209 0.1689
H 3.0167 1.1123 2.4883
H 3.7605 3.4448 -4.0935
H -4.9145 -1.4460 3.8899
H 0.8902 0.1431 5.2852
H 3.7179 5.0743 -1.6509
H 2.9606 -0.6551 1.4340
H -4.4713 1.5897 0.1964
H 1.1787 -3.1591 -3.5658
*
```